Here is 7 unconnected molecules or ions with the total composition C26H32BrN4O10 at a distorted geometry from OMol25. Energies are from ωB97M-V/def2-TZVPD.

```
73
Properties=species:S:1:pos:R:3:mulliken_charge:R:1
Br -0.701 -0.322 -0.280 -0.75
C -3.297 -0.221 3.101 0.52
O -4.112 0.199 3.887 -0.73
N -1.999 0.082 3.125 -0.16
N -3.643 -0.936 2.025 -0.23
H -1.270 -0.235 2.504 0.14
H -1.598 0.460 3.969 0.16
H -2.974 -1.111 1.292 0.16
H -4.574 -1.313 2.093 0.18
C -4.573 0.184 -2.046 0.63
O -5.681 0.656 -2.204 -0.70
N -3.447 0.814 -2.407 -0.23
N -4.359 -0.987 -1.472 -0.26
H -3.590 1.629 -2.979 0.11
H -2.588 0.500 -1.981 0.12
H -5.107 -1.562 -1.124 0.19
H -3.453 -1.399 -1.633 0.12
C 2.624 -4.369 -2.179 -0.32
C 3.990 -4.209 -2.282 -0.65
C 4.519 -2.933 -2.168 0.53
C 3.681 -1.833 -2.042 -0.51
C 2.333 -1.971 -2.113 -0.25
C 1.789 -3.260 -2.139 0.42
O 0.428 -3.379 -2.341 -0.51
O 5.847 -2.712 -1.921 -0.56
H 2.187 -5.357 -2.153 0.44
H 4.696 -5.028 -2.285 0.38
H 4.041 -0.828 -1.867 0.33
H 1.744 -1.070 -2.010 0.27
H -0.029 -2.638 -1.928 0.14
H 6.096 -1.911 -2.390 0.31
C -0.699 -5.432 0.335 -0.50
C -0.729 -4.189 0.954 -0.19
C 0.423 -3.736 1.653 -0.10
C 1.513 -4.563 1.766 -0.44
C 1.509 -5.876 1.270 -0.64
C 0.489 -6.237 0.459 0.83
O 0.552 -7.449 -0.201 -0.60
O 0.452 -2.428 2.097 -0.46
H -1.509 -5.741 -0.309 0.38
H -1.594 -3.549 0.852 0.51
H 2.373 -4.239 2.336 0.42
H 2.407 -6.479 1.308 0.28
H 1.462 -7.693 -0.383 0.33
H 0.164 -1.910 1.334 0.08
C 0.163 4.528 2.911 -0.53
C -0.010 3.179 2.488 0.09
C 0.981 2.266 2.698 -0.03
C 2.137 2.650 3.373 -0.69
C 2.270 3.926 3.910 -0.32
C 1.255 4.899 3.672 0.03
O 1.380 6.210 4.118 -0.57
O 0.869 0.936 2.397 -0.21
H -0.571 5.301 2.728 0.43
H -0.882 2.864 1.931 0.58
H 2.929 1.930 3.523 0.40
H 3.093 4.246 4.533 0.42
H 2.100 6.710 3.727 0.31
H 0.543 0.774 1.502 0.05
C -0.635 3.220 -2.708 -0.18
C -1.440 4.064 -3.512 -0.76
C -1.372 5.440 -3.244 0.72
C -0.654 5.931 -2.144 -0.51
C 0.036 5.061 -1.316 -0.54
C 0.038 3.697 -1.610 0.11
O 0.662 2.865 -0.771 -0.36
O -2.165 6.369 -3.871 -0.56
H -0.580 2.183 -3.008 0.55
H -1.877 3.779 -4.458 0.46
H -0.666 6.981 -1.883 0.25
H 0.565 5.411 -0.441 0.47
H 0.212 2.013 -0.767 -0.07
H -2.170 7.144 -3.305 0.28
```

Summary:
* HOMO level: -6.10 eV
* charge: -1
* relative energy (zero: lowest compared OMol25 entry of this formula, charge and spin): 0.0 kJ/mol
* electronic energy: -4555.5863 hartree
* multiplicity: 1

***

Here is 5 unconnected molecules or ions with the total composition C26H32Cl8FNO5 at a distorted geometry from OMol25. Energies are from ωB97M-V/def2-TZVPD.

```
73
Properties=species:S:1:pos:R:3:mulliken_charge:R:1
C 3.072 -3.904 -0.478 -0.66
C 3.512 -2.933 0.754 -0.49
O 3.065 -1.585 0.471 -0.27
C 1.978 -1.178 1.334 -0.77
C 0.960 -0.206 0.523 0.39
O 1.533 1.089 0.234 -0.31
C 0.516 2.072 -0.090 -0.50
C -0.740 1.460 -0.862 0.38
C -0.736 1.206 -2.272 0.61
C 0.511 1.514 -3.211 -0.66
C 0.887 0.300 -4.209 0.34
O 0.082 -0.273 -4.979 -0.54
C 2.417 -0.214 -4.258 0.45
C 2.988 -0.748 -2.910 -0.10
C 4.441 -1.289 -2.869 -0.45
C 5.264 -1.250 -4.190 -0.50
C 4.680 -0.710 -5.529 -0.41
C 3.227 -0.193 -5.595 -0.56
C -2.083 0.532 -2.865 0.04
O -2.578 0.815 -3.974 -0.56
C -2.736 -0.594 -1.902 0.44
C -3.280 -1.903 -2.634 -0.90
C -4.636 -2.502 -2.037 0.53
C -6.073 -2.058 -2.572 -1.05
N -4.602 -3.432 -1.090 -0.70
C -2.733 -0.342 -0.512 0.58
F -3.244 -1.292 0.402 -0.32
C -2.071 1.055 -0.038 0.11
O -2.554 1.771 0.874 -0.51
H 3.705 -3.666 -1.401 0.16
H 3.210 -5.010 -0.181 0.35
H 1.958 -3.741 -0.742 0.16
H 3.181 -3.344 1.764 0.39
H 4.665 -2.928 0.729 0.28
H 1.348 -2.127 1.553 0.38
H 2.292 -0.750 2.345 0.08
H 0.024 -0.140 1.205 0.20
H 0.684 -0.811 -0.426 0.07
H 1.045 2.894 -0.699 0.48
H 0.155 2.538 0.886 -0.27
H 1.451 1.661 -2.556 0.32
H 0.415 2.453 -3.851 0.37
H 2.329 -0.755 -1.980 0.22
H 4.888 -1.691 -1.899 0.37
H 6.334 -1.635 -4.185 0.31
H 5.385 -0.725 -6.434 0.30
H 2.789 0.179 -6.588 0.34
H -2.414 -2.652 -2.698 0.35
H -3.518 -1.585 -3.722 0.34
H -6.153 -2.460 -3.654 0.28
H -6.856 -2.610 -1.957 0.33
H -6.185 -0.925 -2.586 0.29
H -3.587 -3.579 -0.905 0.28
C 1.520 1.725 4.378 -0.50
Cl 0.420 2.768 3.467 -0.14
Cl 1.053 0.024 4.236 -0.19
H 2.528 1.848 3.988 0.45
H 1.492 2.012 5.425 0.34
C -5.043 3.595 2.379 0.11
Cl -6.371 3.186 3.474 -0.17
Cl -5.628 4.484 0.968 -0.18
H -4.323 4.213 2.913 0.28
H -4.564 2.676 2.044 -0.05
C 4.252 2.939 6.754 -0.25
Cl 3.143 3.969 5.836 -0.12
Cl 3.805 1.233 6.629 -0.12
H 5.260 3.069 6.363 0.27
H 4.222 3.235 7.802 0.29
C -4.054 1.138 5.060 -0.10
Cl -2.331 0.774 5.212 -0.07
Cl -5.001 0.268 6.273 -0.17
H -4.203 2.207 5.195 0.19
H -4.392 0.841 4.068 0.15
```

Summary:
* structure (SMILES): [H]/N=C(/C)CC1=C(F)C(=O)C(COCCOCC)=C(CC(=O)c2ccccc2)C1=O.ClCCl.ClCCl.ClCCl.ClCCl
* HOMO level: -9.08 eV
* electronic energy: -5221.8989 hartree
* multiplicity: 1

***

Here is a molecular structure, C26H32ClO4Pb at a distorted geometry from OMol25. Energies are from ωB97M-V/def2-TZVPD.

```
64
Properties=species:S:1:pos:R:3:mulliken_charge:R:1
O 0.037 -0.224 -5.874 -0.37
C -0.088 1.065 -6.561 -0.44
C -0.311 0.464 -7.938 -0.89
H 0.834 1.653 -6.506 0.29
H -0.947 1.634 -6.194 0.27
C -0.116 -0.877 -7.184 1.60
H 0.452 0.688 -8.681 0.31
H -1.309 0.604 -8.348 0.30
C 1.128 -1.599 -7.656 -1.69
H 2.002 -0.940 -7.698 0.38
H 0.969 -1.990 -8.669 0.39
H 1.336 -2.456 -7.010 0.38
C -1.326 -1.775 -7.246 -1.74
H -2.236 -1.240 -6.953 0.37
H -1.172 -2.640 -6.596 0.39
H -1.465 -2.146 -8.268 0.41
Pb -0.118 -0.022 2.174 1.25
C -2.853 -0.976 3.244 -0.37
C -2.842 0.439 3.433 -0.69
C -3.008 1.056 2.157 -0.73
H -2.767 0.948 4.391 0.40
C -3.103 0.023 1.176 -0.36
C -3.018 -1.233 1.850 -0.47
H -3.119 -2.219 1.389 0.35
H -2.800 -1.725 4.035 0.35
H -3.096 2.125 1.973 0.42
H -3.266 0.166 0.106 0.42
C 0.995 -2.558 3.526 -0.42
C 0.101 -3.169 2.597 -0.54
C 0.620 -2.966 1.282 -0.40
H -0.794 -3.736 2.853 0.42
C 1.842 -2.233 1.397 -0.68
C 2.081 -1.991 2.790 -0.69
H 2.956 -1.511 3.220 0.44
H 0.895 -2.567 4.609 0.34
H 0.194 -3.354 0.358 0.43
H 2.493 -1.951 0.574 0.42
O 0.128 0.111 -0.593 -0.21
C -0.403 -0.781 -1.602 -0.53
C -0.742 0.086 -2.814 -0.07
H -1.273 -1.314 -1.186 0.20
H 0.381 -1.526 -1.797 0.28
C 0.107 1.360 -2.620 -0.55
H -1.805 0.365 -2.765 0.26
H -0.533 -0.419 -3.760 0.07
C 0.168 1.485 -1.099 -0.64
H -0.307 2.251 -3.106 0.36
H 1.125 1.170 -2.994 0.22
H -0.701 2.056 -0.718 0.30
H 1.084 1.940 -0.696 0.30
Cl 3.253 4.108 9.309 -0.24
C 2.516 3.170 8.085 0.45
C 1.671 2.102 8.422 -0.59
C 1.055 1.357 7.413 -0.17
C 1.271 1.671 6.062 -0.07
C 2.140 2.723 5.737 -0.25
C 2.759 3.476 6.733 -0.64
C 0.585 0.905 4.963 0.57
O -0.119 -0.107 5.200 -0.63
O 0.810 1.396 3.771 -0.80
H 1.501 1.867 9.474 0.37
H 0.397 0.525 7.667 0.42
H 2.327 2.957 4.690 0.37
H 3.422 4.296 6.477 0.38
```

Summary:
* HOMO level: -3.85 eV
* charge: -1
* relative energy (zero: lowest compared OMol25 entry of this formula, charge and spin): 0.0 kJ/mol
* electronic energy: -1963.9227 hartree
* multiplicity: 1